C8H13N in the gas phase at a distorted geometry. Source: the Open Molecules 2025 dataset; level of theory: the ωB97M-V functional and the def2-TZVPD basis.

Results
Energy relative to the best compared isomer or geometry (same formula, charge and spin) in eV: 3.753
Frontier orbital gap in eV: 10.36
Energy in eV: -9993.0885
SMILES: C=CC[C@H]1C[C@@H]2[C@@H](C)N12
Highest occupied orbital energy in eV: -9.21
Max |F| in hartree/bohr: 0.065
Charge: 0

Each line ends with the Löwdin charge.
CARTESIAN COORDINATES (ANGSTROEM)
C (-1.76, -1.47, 2.73)  -0.01
C (-1.37, -0.56, 1.81)  -0.19
C (-0.05, 0.18, 1.93)  -0.14
C (0.67, 0.32, 0.51)  -0.35
C (1.07, -1.01, -0.14)  -0.09
C (0.30, -0.55, -1.41)  -0.18
C (0.86, 0.71, -1.81)  -0.33
C (0.35, 1.57, -2.91)  -0.09
N (-0.17, 0.71, -0.60)  0.05
H (-1.09, -1.84, 3.47)  0.03
H (-2.75, -2.06, 2.59)  0.09
H (-1.94, -0.31, 0.94)  0.09
H (-0.15, 1.12, 2.34)  0.07
H (0.51, -0.34, 2.73)  0.12
H (1.53, 1.00, 0.65)  0.13
H (0.33, -1.82, 0.19)  0.13
H (2.16, -1.25, -0.16)  0.12
H (-0.34, -1.19, -1.95)  0.12
H (1.85, 0.97, -1.43)  0.13
H (-0.84, 1.53, -2.83)  0.12
H (0.73, 2.63, -2.63)  0.09
H (0.80, 1.47, -3.96)  0.08